No. 1
C37H29ClFeN8O | ωB97M-V/def2-TZVPD

Structure (XYZ):
```
77
Properties=species:S:1:pos:R:3:forces:R:3:mulliken_charge:R:1
Fe 0.174 0.331 0.471 0.82 0.18 1.60 0.222
Cl 6.620 -0.175 3.470 -0.01 0.00 0.00 -0.228
C 5.136 -0.405 2.595 0.02 0.01 0.02 0.036
C 5.179 -0.869 1.273 0.00 0.00 -0.01 -0.865
C 4.022 -1.059 0.561 -0.01 0.00 0.01 -0.475
C 2.751 -0.759 1.116 -0.03 -0.08 0.21 0.296
O 1.673 -0.964 0.430 0.12 0.19 -0.33 -0.415
C 2.739 -0.294 2.463 -0.02 0.04 -0.08 0.036
C 1.473 -0.128 3.116 0.03 -0.10 -0.05 -0.047
N 0.378 0.074 2.473 -0.13 0.18 -0.03 0.801
C -0.863 -0.120 3.114 -0.02 -0.11 -0.07 -0.716
C -1.226 0.280 4.368 0.01 0.00 0.00 -0.402
C -2.501 -0.067 4.869 0.01 -0.01 0.00 -0.969
C -3.365 -0.819 4.125 0.01 -0.01 0.01 -0.897
C -3.008 -1.238 2.819 0.00 -0.02 0.00 0.899
C -3.835 -2.037 1.994 0.02 -0.01 -0.01 -0.858
C -3.386 -2.389 0.757 -0.01 -0.01 0.04 -1.223
C -2.141 -1.901 0.308 0.12 -0.13 -0.09 0.229
N -1.347 -1.149 1.028 -0.20 0.32 -0.28 0.530
C -1.763 -0.853 2.301 0.02 0.07 0.06 0.489
C 3.932 -0.153 3.192 0.00 0.02 -0.01 -0.854
H 6.140 -1.087 0.824 0.00 0.00 0.00 0.454
H 4.057 -1.430 -0.456 0.00 -0.01 0.00 0.493
H 1.434 -0.265 4.198 -0.01 -0.03 0.00 0.526
H -0.543 0.857 4.979 0.00 0.00 0.00 0.537
H -2.782 0.255 5.862 0.00 0.00 0.00 0.404
H -4.330 -1.106 4.522 0.00 0.00 0.00 0.432
H -4.800 -2.366 2.358 0.00 0.00 0.00 0.447
H -3.971 -3.015 0.098 0.00 0.01 0.00 0.481
H -1.800 -2.153 -0.685 0.02 0.02 -0.07 0.423
H 3.897 0.171 4.225 0.00 0.00 0.00 0.485
C 5.032 2.313 -4.370 0.02 -0.03 0.00 -1.628
C 3.884 1.736 -3.598 0.06 0.07 0.07 0.231
C 2.911 0.956 -4.213 -0.13 -0.09 -0.02 -1.395
C 1.839 0.485 -3.497 0.13 -0.02 -0.15 -0.301
C 1.661 0.730 -2.111 -0.41 0.17 0.03 1.486
N 0.515 0.272 -1.501 0.09 -0.24 -0.06 0.279
C -0.001 -0.895 -2.135 -0.44 0.06 -0.20 0.358
C 0.799 -2.040 -2.170 0.00 0.01 0.08 -0.160
C 0.374 -3.204 -2.780 -0.03 -0.02 0.03 -1.219
C -0.866 -3.270 -3.405 -0.05 -0.02 -0.02 0.524
C -1.350 -4.537 -4.052 0.00 0.00 -0.01 -1.684
C -1.663 -2.134 -3.385 0.04 -0.01 0.01 -0.049
C -1.255 -0.957 -2.763 0.11 -0.02 0.01 -0.385
N -2.137 0.149 -2.864 0.06 0.11 0.00 0.560
C -2.871 0.488 -3.957 0.03 -0.03 -0.05 -0.316
C -3.697 1.513 -3.586 0.04 0.00 -0.02 -0.960
C -3.392 1.727 -2.228 0.04 0.08 0.01 -0.306
N -2.452 0.905 -1.798 0.02 -0.07 0.15 -0.280
C 2.667 1.528 -1.495 0.02 0.11 -0.01 0.387
C 3.724 2.018 -2.247 0.03 -0.08 0.00 -0.654
N 2.642 1.899 -0.131 -0.09 -0.05 -0.12 -0.022
C 3.620 2.516 0.576 -0.06 0.14 -0.06 -0.159
C 3.060 2.990 1.732 -0.01 0.03 -0.02 -1.548
C 1.720 2.590 1.665 0.04 0.06 -0.03 0.009
N 1.480 1.917 0.550 0.00 -0.34 0.12 0.099
H 5.253 1.712 -5.250 -0.01 0.01 0.00 0.409
H 5.933 2.372 -3.760 -0.01 0.01 0.01 0.398
H 4.795 3.324 -4.709 -0.01 0.00 0.00 0.316
H 2.981 0.737 -5.271 0.00 0.01 0.00 0.439
H 1.078 -0.075 -4.019 -0.02 -0.01 0.02 0.466
H 1.761 -1.998 -1.681 -0.02 0.02 0.02 0.401
H 1.019 -4.074 -2.772 0.01 0.01 -0.01 0.445
H -0.514 -5.162 -4.363 0.00 0.00 0.00 0.403
H -1.964 -4.326 -4.927 -0.01 0.00 0.00 0.391
H -1.955 -5.119 -3.355 0.00 0.00 0.00 0.279
H -2.636 -2.153 -3.860 -0.01 -0.01 0.03 0.603
H -2.730 -0.011 -4.901 0.00 0.01 0.00 0.451
H -4.402 2.042 -4.203 0.00 0.00 0.00 0.429
H -3.819 2.455 -1.558 0.00 -0.01 0.03 0.383
H 4.446 2.668 -1.775 0.02 -0.02 -0.03 0.441
H 4.628 2.586 0.210 0.01 -0.01 0.04 0.451
H 3.553 3.527 2.522 0.01 -0.01 0.00 0.470
H 0.937 2.732 2.391 -0.01 -0.04 0.00 0.469
N -1.946 2.534 1.016 0.16 -0.01 0.22 -0.109
C -1.170 1.698 0.825 -0.37 -0.26 -0.96 0.117
H -2.610 3.251 1.218 0.00 0.00 -0.01 0.209
```
Positions in Å, forces in eV/Å.

Output
Energy above the lowest of the compared OMol25 structures with the same formula, charge and spin, kJ/mol: 59.5
HOMO level (alpha / beta), eV: -9.89 / -9.87
Total energy, eV: -99712.195
2S+1: 2
Charge: +1

No. 2
C37H29ClN4O6Y | ωB97M-V/def2-TZVPD

Structure (XYZ):
```
78
Properties=species:S:1:pos:R:3:forces:R:3:mulliken_charge:R:1
Y 0.235 0.630 0.131 -0.72 0.10 1.39 0.847
O 1.147 0.789 -6.433 -0.53 -0.17 -0.41 -0.498
C 2.347 1.266 -6.099 0.33 0.17 0.68 0.208
O 3.211 1.493 -6.894 -0.12 -0.11 -0.17 -0.553
C 2.492 1.464 -4.613 0.00 0.15 -0.08 0.111
C 1.720 2.430 -3.973 0.12 -0.15 -0.12 -0.347
C 1.661 2.460 -2.597 0.19 -0.18 0.28 -0.081
C 2.381 1.522 -1.854 0.15 0.16 -0.61 0.038
C 3.233 0.621 -2.495 -0.17 0.26 0.07 -0.276
C 3.285 0.597 -3.874 -0.04 0.23 -0.18 -0.745
N 2.139 1.418 -0.480 0.38 0.61 -0.44 -0.496
C 3.152 1.193 0.335 0.99 -0.10 1.20 -0.783
C 2.929 0.854 1.692 0.32 0.04 -0.84 0.942
C 4.000 0.830 2.604 -0.09 -0.06 0.40 -1.189
C 3.759 0.543 3.922 0.14 0.13 -0.55 -0.266
C 2.443 0.261 4.311 -0.50 -0.14 -0.10 -1.059
C 1.445 0.265 3.359 0.15 -0.14 0.76 0.026
N 1.641 0.551 2.065 0.26 0.14 -0.13 -0.066
H 0.587 0.584 -5.655 0.41 0.08 -0.01 0.564
H 1.144 3.131 -4.556 -0.13 0.04 -0.09 0.406
H 1.038 3.177 -2.074 0.03 0.07 -0.05 0.416
H 3.770 -0.114 -1.913 0.09 -0.03 0.02 0.478
H 3.901 -0.126 -4.381 0.10 -0.15 -0.11 0.482
H 4.174 1.297 -0.013 0.06 0.07 -0.02 0.510
H 4.984 1.068 2.233 0.12 0.00 0.05 0.457
H 4.562 0.537 4.640 0.11 -0.01 0.12 0.467
H 2.215 0.031 5.338 -0.13 -0.03 0.06 0.417
H 0.428 0.031 3.650 -0.03 0.02 0.07 0.423
N -0.942 -1.328 1.005 -0.06 -0.33 0.28 -0.284
C -2.253 -1.233 0.401 -0.50 -0.28 -0.11 0.661
C -2.975 -2.368 0.125 0.25 0.38 0.06 -0.534
C -4.275 -2.290 -0.392 -0.21 0.20 -0.08 -0.884
C -4.859 -1.071 -0.602 0.10 -0.20 -0.03 -0.866
C -4.136 0.118 -0.372 0.40 -0.10 0.15 0.503
C -4.679 1.395 -0.619 0.34 0.11 0.13 -0.638
C -3.911 2.506 -0.404 -0.21 -0.14 -0.10 -1.086
C -2.589 2.343 0.020 0.07 -0.09 0.19 -0.372
N -2.038 1.170 0.275 -0.83 0.44 0.03 0.645
C -2.801 0.048 0.111 -0.34 -0.38 -0.07 0.166
H -0.546 -2.245 0.774 -0.02 0.33 0.10 0.416
H -1.064 -1.315 2.023 0.20 -0.04 -0.21 0.175
H -2.540 -3.341 0.315 0.05 -0.03 0.06 0.463
H -4.811 -3.202 -0.603 -0.08 -0.03 0.00 0.432
H -5.871 -1.001 -0.967 -0.12 0.01 -0.06 0.445
H -5.693 1.474 -0.979 -0.15 0.05 -0.04 0.481
H -4.300 3.495 -0.573 -0.01 0.15 -0.04 0.450
H -1.964 3.217 0.170 0.03 0.01 -0.04 0.507
O -0.012 0.067 -3.891 -0.18 -0.31 0.57 -0.725
C 0.184 -0.451 -2.800 0.31 -0.56 -1.81 -0.067
O -0.334 -0.020 -1.700 -0.32 -0.22 -0.38 -0.254
C 1.049 -1.685 -2.694 -0.17 0.09 0.32 0.565
C 1.652 -2.048 -1.495 -0.38 0.26 -0.05 0.475
C 2.482 -3.164 -1.393 0.17 -0.26 -0.04 -1.806
C 2.669 -3.905 -2.538 -0.24 0.32 -0.41 1.026
O 3.423 -5.018 -2.722 -0.10 0.23 0.46 -0.491
C 3.315 -5.348 -4.097 0.64 -0.94 -0.62 -0.274
O 2.425 -4.437 -4.711 -0.35 0.31 -0.07 -0.487
C 2.062 -3.548 -3.751 0.18 0.08 0.64 0.937
C 1.254 -2.445 -3.851 0.13 -0.15 -0.04 -1.267
H 1.513 -1.424 -0.601 0.18 -0.35 -0.25 0.729
H 2.967 -3.436 -0.469 0.06 -0.02 0.08 0.505
H 2.935 -6.375 -4.200 -0.01 0.32 0.07 0.258
H 4.304 -5.276 -4.577 -0.26 0.08 0.20 0.268
H 0.793 -2.155 -4.779 -0.07 0.06 -0.19 0.519
Cl -4.897 1.552 8.220 -0.06 -0.02 0.15 -0.182
C -3.907 1.678 6.825 0.18 0.04 -0.27 0.390
C -3.470 2.934 6.394 -0.17 -0.12 0.19 -0.662
C -2.711 3.040 5.262 0.13 -0.23 -0.24 -0.570
C -2.353 1.891 4.495 -0.39 -0.10 0.70 1.128
C -1.618 2.011 3.339 0.27 -0.01 -0.40 -0.874
C -2.792 0.626 4.986 0.14 0.28 -0.18 -0.207
C -3.549 0.525 6.121 -0.16 0.06 0.22 -0.873
H -3.743 3.813 6.959 -0.03 0.06 0.05 0.422
H -2.372 4.009 4.928 0.02 0.12 -0.03 0.383
H -1.363 1.149 2.742 -0.04 -0.11 0.06 0.074
H -1.288 2.973 2.990 0.11 0.24 -0.09 0.238
H -2.520 -0.268 4.443 0.01 -0.11 -0.07 0.300
H -3.879 -0.437 6.483 -0.03 -0.07 0.02 0.409
```
Positions in Å, forces in eV/Å.

Output
Energy above the lowest of the compared OMol25 structures with the same formula, charge and spin, kJ/mol: 322.9
HOMO level (alpha / beta), eV: -9.89 / -8.90
Total energy, eV: -70647.585
Charge: +1

No. 3
C37H29IrN8O3 | ωB97M-V/def2-TZVPD

Structure (XYZ):
```
78
Properties=species:S:1:pos:R:3:forces:R:3:mulliken_charge:R:1
Ir 1.000 -0.889 0.427 0.38 0.50 1.46 0.503
C -2.721 2.503 3.024 0.15 -0.31 -0.20 -0.441
C -1.626 2.492 3.884 -0.18 0.11 -0.07 -0.791
C -0.529 1.717 3.600 0.29 -0.31 -0.55 -0.217
C -0.501 0.919 2.432 -1.90 2.13 0.69 0.232
C -1.623 0.916 1.583 0.93 -0.36 0.23 0.059
C -2.712 1.704 1.882 -0.43 0.21 0.36 -1.119
N 0.600 0.182 2.135 4.22 -1.96 1.36 0.569
N 1.517 0.106 3.083 -4.02 1.60 -0.43 -0.536
C 2.419 -0.852 2.992 1.71 -1.93 -1.97 0.545
C 3.369 -1.095 4.010 -0.76 0.44 -0.39 -0.516
C 4.371 -2.008 3.795 0.22 -0.48 -0.21 -0.629
C 4.445 -2.702 2.585 -0.30 0.34 0.34 -0.811
C 3.492 -2.504 1.582 -0.09 -0.44 -0.44 -0.043
C 2.464 -1.618 1.774 -1.03 1.59 -0.40 -0.336
H -3.575 3.121 3.254 -0.11 0.04 -0.04 0.481
H -1.631 3.104 4.772 0.00 0.05 0.06 0.428
H 0.353 1.723 4.221 -0.12 0.07 0.16 0.521
H -1.638 0.253 0.725 -0.04 0.07 -0.17 0.391
H -3.573 1.688 1.232 -0.06 -0.01 -0.06 0.660
H 3.268 -0.564 4.943 0.09 0.17 0.09 0.535
H 5.100 -2.201 4.569 0.02 0.01 0.00 0.422
H 5.241 -3.409 2.424 0.13 -0.11 -0.05 0.480
H 3.576 -3.062 0.659 0.03 -0.04 -0.05 0.456
O -0.889 -7.887 -1.459 -0.04 -0.31 -0.10 -0.607
N -1.166 -7.110 -0.580 0.05 -0.34 -0.35 1.078
O -1.901 -7.338 0.349 -0.27 -0.08 0.34 -0.621
C -0.546 -5.784 -0.680 0.71 0.69 -0.61 -0.874
C 0.268 -5.596 -1.755 -0.47 -0.48 0.39 -0.444
C 0.946 -4.371 -1.970 -0.36 0.80 0.90 0.675
C 1.831 -4.165 -3.030 0.37 0.81 -0.10 -0.470
C 2.440 -2.924 -3.148 -0.30 -0.88 -0.13 -1.047
C 2.187 -1.946 -2.197 -0.07 0.45 0.29 0.090
N 1.361 -2.110 -1.163 0.17 -0.88 -0.57 0.012
C 0.719 -3.315 -1.052 0.86 -0.13 -1.15 -0.149
C -0.142 -3.492 0.049 -0.89 -0.44 0.93 0.121
N -0.302 -2.412 0.881 0.54 -1.17 0.44 0.031
C -1.025 -2.585 1.997 0.42 0.71 -0.46 0.019
C -1.640 -3.777 2.310 -0.23 -0.96 -0.56 -1.144
C -1.544 -4.864 1.448 -0.29 0.72 0.96 -0.384
C -0.774 -4.744 0.291 0.39 0.52 -0.54 0.831
H 0.398 -6.410 -2.456 0.01 0.02 0.05 0.620
H 2.031 -4.966 -3.726 0.02 -0.03 -0.13 0.527
H 3.114 -2.711 -3.963 0.07 0.03 -0.01 0.468
H 2.683 -0.989 -2.276 -0.02 0.08 0.10 0.438
H -1.122 -1.736 2.657 0.10 0.10 -0.01 0.517
H -2.209 -3.859 3.221 -0.07 0.04 0.10 0.485
H -2.050 -5.788 1.673 0.05 0.05 0.05 0.676
C -6.171 4.351 -2.149 -0.71 -0.27 0.03 -1.440
C -4.699 4.250 -2.110 1.05 -0.02 0.06 0.634
C -3.900 4.604 -3.210 -0.74 -0.27 0.82 -0.886
C -2.532 4.470 -3.181 0.85 -0.27 0.51 -0.561
C -1.912 3.965 -2.026 -1.97 0.26 -0.20 0.537
N -0.555 3.752 -1.897 2.12 -0.27 -0.08 -0.141
C 0.445 4.146 -2.773 -1.51 -0.23 0.90 0.225
O 0.270 4.778 -3.775 0.19 0.17 -0.46 -0.614
N 1.733 3.801 -2.375 1.11 0.03 -0.01 -0.047
C 2.263 2.833 -1.551 -0.13 -0.11 -0.01 0.220
C 3.623 2.932 -1.216 -0.14 -0.31 0.20 -0.570
C 4.201 1.954 -0.438 -0.33 0.11 -0.26 -0.997
C 3.426 0.891 -0.001 0.40 -0.10 0.25 -0.097
N 2.133 0.780 -0.308 0.42 -0.72 0.50 -0.116
C 1.564 1.718 -1.074 -0.41 0.12 -0.26 -0.342
C -2.705 3.619 -0.915 0.84 0.15 -0.65 0.077
C -4.065 3.762 -0.953 -0.50 0.32 -0.81 -0.834
H -6.520 4.981 -2.960 -0.06 0.12 -0.01 0.384
H -6.567 4.711 -1.202 -0.06 0.19 -0.01 0.366
H -6.604 3.358 -2.293 -0.06 0.01 -0.09 0.297
H -4.368 4.993 -4.102 -0.09 0.05 -0.08 0.378
H -1.935 4.760 -4.030 -0.02 -0.01 0.00 0.471
H -0.265 3.444 -0.976 -0.03 0.22 -0.24 0.280
H 2.426 4.344 -2.883 -0.28 -0.08 0.06 0.266
H 4.200 3.769 -1.575 0.10 0.13 -0.04 0.440
H 5.243 2.000 -0.177 0.15 0.00 0.08 0.490
H 3.860 0.109 0.602 -0.04 -0.01 0.04 0.384
H 0.532 1.543 -1.349 -0.04 0.09 -0.01 0.850
H -2.224 3.241 -0.026 0.13 0.02 0.13 0.273
H -4.654 3.502 -0.085 -0.15 0.00 0.08 0.382
```
Positions in Å, forces in eV/Å.

Output
Energy above the lowest of the compared OMol25 structures with the same formula, charge and spin, kJ/mol: 117.2
HOMO level, eV: -11.96
Total energy, eV: -59726.701
Charge: +2